Run A
18 unconnected molecules or ions with the total composition H36O18. Source: the Open Molecules 2025 dataset; level of theory: ωB97M-V with the def2-TZVPD basis set.

Values from the calculation:
- E_LUMO (eV) = -0.0900
- Kohn-Sham gap (eV) = 10.5029

Last column: natural (NBO) charge in e.
Cartesian coordinates (Å):
O: -0.7417 -1.1468 -0.5315  -0.99
H: -1.1366 -0.7147 0.2479  0.51
H: 0.0469 -0.6615 -0.7955  0.50
O: 4.4657 -0.9777 -2.6737  -0.94
H: 4.0428 -0.1991 -3.0668  0.48
H: 4.1334 -1.6294 -3.2983  0.46
O: -4.5073 -0.7597 -3.8643  -0.94
H: -4.6298 -1.5911 -4.3290  0.48
H: -4.7141 -1.0996 -2.9850  0.47
O: 0.7943 -4.2761 1.8603  -0.98
H: 0.7703 -4.1929 0.9091  0.49
H: -0.1266 -4.1463 2.1072  0.50
O: 1.0682 -2.0148 3.0798  -0.98
H: 1.3826 -2.9523 3.0046  0.50
H: 1.1048 -1.8279 4.0227  0.46
O: 2.6353 1.6047 -3.2879  -0.98
H: 2.1529 2.2993 -2.8431  0.47
H: 1.9628 0.9056 -3.1392  0.49
O: 2.3433 0.5952 -0.3628  -0.98
H: 2.7654 0.4620 -1.2097  0.49
H: 2.8619 0.1093 0.2669  0.49
O: 0.4052 3.2140 0.2940  -1.00
H: 1.1290 3.8022 0.4668  0.50
H: 0.7960 2.3401 0.2577  0.49
O: -2.1845 0.0752 1.2253  -0.95
H: -1.9789 0.9951 1.4536  0.49
H: -2.8946 -0.0127 1.8678  0.49
O: 2.5161 4.7611 1.4176  -0.97
H: 2.2636 5.3696 2.1212  0.50
H: 3.0071 5.2593 0.7676  0.48
O: -2.8488 3.2542 0.3126  -0.95
H: -2.0421 3.5443 0.7607  0.48
H: -2.4752 3.0791 -0.5617  0.48
O: -1.5448 -3.4585 3.3491  -0.94
H: -1.2714 -2.6246 2.9367  0.48
H: -0.9763 -3.4004 4.1082  0.46
O: 0.4900 -0.0239 -3.4436  -0.97
H: 0.3403 -0.3300 -4.3455  0.48
H: -0.4135 0.2411 -3.2529  0.51
O: 0.1938 -5.1116 -3.0475  -0.93
H: 0.7801 -4.9397 -3.7748  0.47
H: 0.1687 -4.3078 -2.5234  0.46
O: -1.0761 -3.6937 -0.3135  -0.98
H: -0.9049 -4.1124 -1.1464  0.44
H: -0.8658 -2.7331 -0.4992  0.50
O: -0.3216 2.1437 5.2242  -0.94
H: -1.1125 2.4979 5.6291  0.47
H: 0.3918 2.6306 5.6497  0.48
O: -2.1981 1.0713 -2.8302  -0.96
H: -2.8007 0.5043 -3.3215  0.49
H: -2.3997 0.5982 -2.0015  0.48
O: 0.4530 4.5876 3.6522  -0.94
H: 0.7563 3.9124 3.0165  0.47
H: -0.4542 4.3080 3.4839  0.47



Run B
18 unconnected molecules or ions with the total composition H36O18. Source: the Open Molecules 2025 dataset; level of theory: ωB97M-V with the def2-TZVPD basis set.

Values from the calculation:
- E_LUMO (eV) = 0.2017
- Kohn-Sham gap (eV) = 10.6530

Last column: natural (NBO) charge in e.
Cartesian coordinates (Å):
O: 0.0076 1.9654 5.2742  -1.00
H: -0.1364 1.0980 5.6376  0.50
H: 0.2484 2.7723 5.7124  0.50
O: 4.4470 -2.7993 -1.4732  -0.96
H: 4.7957 -2.9421 -0.5886  0.48
H: 5.1270 -2.2741 -1.9060  0.49
O: -3.5294 3.1513 -1.4885  -0.97
H: -2.5864 3.2963 -1.2964  0.50
H: -3.8491 4.0443 -1.6286  0.47
O: 2.3446 -4.8237 -1.2538  -0.94
H: 2.3085 -5.5631 -0.6484  0.47
H: 3.1799 -4.3579 -1.1672  0.47
O: -0.2753 1.0012 -1.0776  -0.97
H: -0.4610 1.5323 -1.8524  0.49
H: 0.6195 1.1122 -0.7454  0.48
O: 3.6512 -3.2101 2.7972  -0.92
H: 3.0188 -2.5336 2.4792  0.46
H: 3.8974 -2.5076 3.4285  0.46
O: 0.4805 -2.5452 -2.4642  -0.93
H: 0.0367 -1.8887 -3.0190  0.45
H: 0.2861 -2.1078 -1.6199  0.48
O: -2.0639 -1.3816 -4.9467  -0.97
H: -2.8557 -1.4585 -5.4602  0.48
H: -1.5067 -2.1604 -4.9166  0.49
O: -3.9379 -0.2301 2.8109  -0.98
H: -3.8082 -0.2294 1.8682  0.49
H: -4.8445 -0.2315 3.1103  0.48
O: -0.7639 3.9327 -1.3612  -0.96
H: -0.3294 4.7707 -1.1858  0.48
H: -0.1241 3.2375 -1.1995  0.48
O: -2.3076 1.0078 -2.7861  -0.95
H: -2.1246 0.0732 -2.6608  0.48
H: -2.8072 1.0016 -3.6093  0.48
O: 3.1657 -0.7637 4.3879  -0.91
H: 2.7681 -0.8873 3.5100  0.46
H: 4.0041 -0.4032 4.0669  0.48
O: -1.6937 -1.6877 0.2721  -0.94
H: -2.2446 -1.1307 0.8363  0.46
H: -0.8882 -1.2054 0.4976  0.47
O: 1.6107 -2.8805 0.2372  -1.01
H: 2.2820 -3.0039 -0.4064  0.51
H: 0.9019 -3.4723 0.4313  0.50
O: 2.1687 1.1035 2.8245  -1.02
H: 1.6994 1.9287 2.7607  0.51
H: 2.2740 0.5812 3.6160  0.49
O: 1.8997 3.6776 -3.4659  -0.95
H: 2.6028 4.2603 -3.7492  0.47
H: 1.5563 3.2031 -4.2198  0.48
O: -4.2051 0.4812 -0.3347  -0.99
H: -3.6660 -0.0142 -0.9569  0.48
H: -3.9574 1.4106 -0.4551  0.51
O: -1.3037 3.7020 2.1135  -0.93
H: -1.6100 4.2909 2.8252  0.46
H: -1.8084 2.9691 2.5116  0.47



run A wins, 62.2 kcal/mol ahead of the next structure.



Run A
2 unconnected molecules or ions with the total composition C4H13NO2. Source: the Open Molecules 2025 dataset; level of theory: ωB97M-V with the def2-TZVPD basis set.

Values from the calculation:
- 2S+1 = 2
- net charge = -1
- ⟨S²⟩ = 0.750
- E_LUMO (spin up / spin down) (eV) = 3.8249 / 3.8879
- Kohn-Sham gap (spin up / spin down) (eV) = 2.7225 / 10.3104

Last column: natural (NBO) charge in e.
Cartesian coordinates (Å):
C: -0.4249 1.3009 -1.0224  -1.11
C: 0.9536 0.8605 -0.7305  -0.14
C: 1.3558 0.0039 0.5249  0.10
C: 0.7525 0.4990 1.8378  -0.66
O: 0.9385 -1.2913 0.1202  -0.78
N: 1.6354 0.2181 -1.9125  -0.85
H: -1.1645 0.4977 -0.5828  0.20
H: -0.9837 1.8683 -0.2538  0.22
H: -0.6875 1.8053 -1.8959  0.22
H: 1.5448 1.7414 -0.4773  0.17
H: 2.4691 -0.0075 0.7164  0.15
H: 0.7337 -0.3394 2.4463  0.22
H: 1.3568 1.3739 2.1710  0.20
H: -0.2884 0.8257 1.7321  0.21
H: 0.7834 -1.3537 -0.8472  0.44
H: 1.0760 -0.6652 -2.0501  0.31
H: 1.5218 0.9826 -2.6210  0.36
H: -4.0314 -1.9793 1.0470  0.42
H: -3.8689 -3.5380 0.5881  0.44
O: -3.6723 -2.8028 1.2096  -1.12



Run B
3 unconnected molecules or ions with the total composition C4H13NO2. Source: the Open Molecules 2025 dataset; level of theory: ωB97M-V with the def2-TZVPD basis set.

Values from the calculation:
- 2S+1 = 2
- net charge = -1
- ⟨S²⟩ = 0.750
- E_LUMO (spin up / spin down) (eV) = 3.5416 / 3.3600
- Kohn-Sham gap (spin up / spin down) (eV) = 2.7098 / 7.9042

Last column: natural (NBO) charge in e.
Cartesian coordinates (Å):
C: -0.3064 -0.6307 -1.0553  -0.83
C: 0.5766 -0.9577 0.1317  -0.08
C: 0.0633 -1.0041 1.3503  -0.07
N: -1.2137 -0.5594 1.7202  -0.90
C: 1.8829 -1.5619 -0.2851  -0.64
H: -0.0799 0.4243 -1.1819  0.27
H: -0.0612 -1.4001 -1.7946  0.20
H: -1.3726 -0.7817 -0.7023  0.18
H: 0.7673 -1.2823 2.1316  0.17
H: -1.5491 -0.8242 2.6177  0.38
H: -1.7045 0.0809 1.1270  0.38
H: 2.1149 -1.3823 -1.3585  0.21
H: 2.8205 -1.3858 0.2345  0.20
H: 1.6928 -2.6391 -0.2654  0.20
H: 0.3446 2.6109 0.0015  0.48
H: 0.2532 2.2080 1.3897  0.46
O: 0.4671 3.0046 0.8815  -0.97
H: -1.8805 1.2638 -1.6009  0.37
H: -1.5850 2.8371 -1.8143  0.39
O: -1.2305 1.9794 -1.5276  -1.41



run B wins, 33.5 kcal/mol ahead of the next structure.



Run A
C4H4O4 in the gas phase. Source: the Open Molecules 2025 dataset; level of theory: ωB97M-V with the def2-TZVPD basis set.

Values from the calculation:
- E_LUMO (eV) = -0.9997
- structure (SMILES) = O=C[C@H]1O[C@H]1C(=O)O
- Kohn-Sham gap (eV) = 9.8841

Last column: natural (NBO) charge in e.
Cartesian coordinates (Å):
C: -0.4006 -1.5924 -0.0710  0.71
C: -0.0682 -0.4818 -0.9684  -0.04
C: 0.0374 0.9234 -0.4113  -0.02
C: -0.0996 1.5240 1.0579  0.37
H: 1.1990 -0.8777 0.6027  0.49
H: -0.4108 -0.6099 -2.0049  0.26
H: -0.0007 1.7110 -1.2482  0.22
H: -0.3639 0.6307 1.9392  0.17
O: 0.5933 -1.8865 0.8034  -0.66
O: -1.4015 -2.2769 -0.3027  -0.56
O: 1.1936 0.1224 -0.5879  -0.47
O: -0.2780 2.8137 1.1911  -0.47



Run B
2 unconnected molecules or ions with the total composition C4H4O4. Source: the Open Molecules 2025 dataset; level of theory: ωB97M-V with the def2-TZVPD basis set.

Values from the calculation:
- E_LUMO (spin up / spin down) (eV) = -1.0886 / -1.0898
- Kohn-Sham gap (spin up / spin down) (eV) = 6.7741 / 6.7720

Last column: natural (NBO) charge in e.
Cartesian coordinates (Å):
C: 2.0478 0.1910 -0.2167  0.19
C: -2.0087 -0.4601 0.2113  0.19
C: 1.2908 -0.9031 -0.0558  0.40
C: -0.9050 0.2626 -0.2703  0.25
O: 2.5373 1.1234 0.3712  -0.54
O: -3.1501 -0.0488 0.1542  -0.57
O: 1.0992 -2.1412 -0.2079  -0.56
O: -0.6339 1.5338 -0.1051  -0.61
H: 2.0373 0.3150 -1.4498  0.18
H: -1.7642 -1.5456 0.4533  0.12
H: 1.9464 -2.7630 -0.5019  0.48
H: -1.2229 1.9218 0.5791  0.47



run A wins, 105.4 kcal/mol ahead of the next structure.



Run A
A molecular structure, C27H25N3PPdS. Source: the Open Molecules 2025 dataset; level of theory: ωB97M-V with the def2-TZVPD basis set.

Values from the calculation:
- 2S+1 = 3
- net charge = +1
- ⟨S²⟩ = 2.006
- E_LUMO (spin up / spin down) (eV) = -2.3644 / -4.0915
- Kohn-Sham gap (spin up / spin down) (eV) = 8.0815 / 6.6100

Last column: natural (NBO) charge in e.
Cartesian coordinates (Å):
Pd: -0.3474 0.9330 -0.6935  0.74
S: -0.0852 2.9038 -4.7515  0.47
C: 0.8945 3.8406 -3.7082  -0.38
C: 0.9417 3.3412 -2.4400  -0.30
C: 0.1647 2.1647 -2.2777  -0.22
C: -0.4344 1.7990 -3.4657  -0.34
C: -1.2075 0.5889 -3.5778  0.20
C: -1.8089 0.1069 -4.7422  -0.23
C: -2.4885 -1.0955 -4.7015  -0.13
C: -2.5619 -1.8031 -3.5082  -0.27
C: -1.9514 -1.2657 -2.3924  0.06
N: -1.3006 -0.1034 -2.4238  -0.50
H: 1.3778 4.7265 -4.0880  0.25
H: 1.5012 3.8187 -1.6476  0.23
H: -1.7335 0.6725 -5.6602  0.23
H: -2.9567 -1.4833 -5.5961  0.23
H: -3.0794 -2.7484 -3.4399  0.24
H: -1.9774 -1.7734 -1.4341  0.21
C: 2.1649 -1.2260 -1.4925  -0.95
P: 1.1457 -0.7400 -0.0642  1.03
C: 2.3282 -0.3803 1.2641  -0.39
C: 3.2355 0.6616 1.0580  -0.16
C: 4.1339 1.0119 2.0511  -0.22
C: 4.1308 0.3295 3.2619  -0.19
C: 3.2325 -0.7061 3.4686  -0.19
C: 2.3340 -1.0638 2.4742  -0.19
C: 0.1967 -2.1958 0.4253  -0.41
C: 0.4025 -3.4623 -0.1160  -0.19
C: -0.4110 -4.5183 0.2693  -0.20
C: -1.4224 -4.3208 1.1974  -0.19
C: -1.6277 -3.0620 1.7452  -0.21
C: -0.8276 -2.0016 1.3560  -0.15
H: 2.8491 -2.0437 -1.2681  0.25
H: 2.7457 -0.3560 -1.7979  0.26
H: 1.5060 -1.4986 -2.3173  0.26
H: 3.2365 1.2040 0.1184  0.21
H: 4.8399 1.8138 1.8816  0.23
H: 4.8327 0.6023 4.0384  0.23
H: 3.2335 -1.2446 4.4068  0.23
H: 1.6390 -1.8762 2.6436  0.23
H: 1.1896 -3.6364 -0.8375  0.22
H: -0.2489 -5.5001 -0.1546  0.23
H: -2.0515 -5.1480 1.4972  0.23
H: -2.4150 -2.9060 2.4708  0.23
H: -0.9945 -1.0147 1.7739  0.21
N: 0.5780 2.3020 2.4221  -0.78
C: -0.7689 2.2091 2.3425  0.41
C: -1.5976 2.6313 3.4028  -0.29
C: -2.9547 2.4998 3.2800  -0.12
C: -3.4933 1.9531 2.1095  -0.30
C: -2.6281 1.5631 1.1227  0.06
N: -1.2844 1.6737 1.2239  -0.59
H: 1.0073 2.8264 3.1625  0.41
H: 1.1247 2.1368 1.5886  0.41
H: -1.1477 3.0565 4.2889  0.23
H: -3.6050 2.8235 4.0809  0.23
H: -4.5583 1.8413 1.9740  0.24
H: -2.9976 1.1386 0.1964  0.20



Run B
A molecular structure, C27H25N3PPdS. Source: the Open Molecules 2025 dataset; level of theory: ωB97M-V with the def2-TZVPD basis set.

Values from the calculation:
- 2S+1 = 3
- net charge = +1
- ⟨S²⟩ = 2.008
- E_LUMO (spin up / spin down) (eV) = -2.3688 / -3.8082
- Kohn-Sham gap (spin up / spin down) (eV) = 7.6566 / 6.9485

Last column: natural (NBO) charge in e.
Cartesian coordinates (Å):
Pd: -0.1140 0.2635 0.1708  0.85
S: -0.0324 -3.7447 -1.8374  0.47
C: -1.6030 -3.6492 -1.1887  -0.39
C: -1.8076 -2.4860 -0.4979  -0.34
C: -0.6591 -1.6474 -0.5008  -0.23
C: 0.3779 -2.2098 -1.1861  -0.36
C: 1.6757 -1.5530 -1.3163  0.21
C: 2.7859 -2.0909 -1.9587  -0.23
C: 3.9614 -1.3711 -1.9989  -0.13
C: 4.0233 -0.1200 -1.3950  -0.26
C: 2.8895 0.3534 -0.7736  0.06
N: 1.7460 -0.3389 -0.7366  -0.48
H: -2.2995 -4.4582 -1.3430  0.25
H: -2.7408 -2.2630 0.0031  0.22
H: 2.7191 -3.0683 -2.4176  0.24
H: 4.8307 -1.7810 -2.4957  0.23
H: 4.9260 0.4727 -1.4019  0.24
H: 2.8801 1.3190 -0.2824  0.20
C: -1.6793 -0.7013 3.0302  -0.95
P: -0.0902 0.0461 2.5711  0.93
C: 1.0197 -0.3823 3.9308  -0.28
C: 1.3329 -1.7313 4.1136  -0.23
C: 2.1583 -2.1189 5.1564  -0.19
C: 2.6883 -1.1614 6.0129  -0.19
C: 2.3916 0.1797 5.8258  -0.20
C: 1.5587 0.5741 4.7863  -0.22
C: -0.3652 1.8435 2.6595  -0.40
C: -1.5542 2.4127 3.1137  -0.14
C: -1.7328 3.7888 3.0733  -0.21
C: -0.7247 4.6103 2.5868  -0.18
C: 0.4703 4.0563 2.1466  -0.21
C: 0.6458 2.6821 2.1792  -0.21
H: -1.9424 -0.4698 4.0625  0.25
H: -1.5990 -1.7830 2.9212  0.26
H: -2.4562 -0.3473 2.3514  0.25
H: 0.9378 -2.4837 3.4398  0.22
H: 2.3933 -3.1651 5.2982  0.23
H: 3.3352 -1.4628 6.8260  0.23
H: 2.8045 0.9253 6.4922  0.23
H: 1.3270 1.6226 4.6548  0.23
H: -2.3511 1.7874 3.4931  0.21
H: -2.6601 4.2201 3.4261  0.23
H: -0.8678 5.6824 2.5587  0.23
H: 1.2635 4.6937 1.7787  0.23
H: 1.5872 2.2538 1.8474  0.22
N: -2.9170 0.9715 -0.8862  -0.81
C: -2.1302 2.0007 -1.3566  0.40
C: -2.6893 3.1954 -1.8255  -0.29
C: -1.8505 4.1917 -2.2596  -0.12
C: -0.4678 3.9986 -2.2347  -0.29
C: -0.0051 2.8053 -1.7450  0.08
N: -0.8089 1.8235 -1.2970  -0.57
H: -3.8989 1.0312 -1.1052  0.40
H: -2.5323 0.0391 -1.0030  0.41
H: -3.7639 3.3149 -1.8469  0.23
H: -2.2665 5.1199 -2.6298  0.23
H: 0.2214 4.7524 -2.5841  0.24
H: 1.0571 2.5965 -1.6940  0.20



run A wins, 7.4 kcal/mol ahead of the next structure.



Run A
2 unconnected molecules or ions with the total composition C2H2INO2. Source: the Open Molecules 2025 dataset; level of theory: ωB97M-V with the def2-TZVPD basis set.

Values from the calculation:
- E_LUMO (eV) = -0.8062
- structure (SMILES) = C#C[N+](=O)[O-].I
- Kohn-Sham gap (eV) = 9.1949

Last column: natural (NBO) charge in e.
Cartesian coordinates (Å):
C: -0.6196 1.2275 0.4560  -0.12
C: 0.3319 0.5668 0.6956  0.04
N: 1.5286 -0.1076 0.4809  0.49
O: 2.4620 0.3439 1.1315  -0.35
O: 1.5915 -0.8788 -0.4225  -0.32
I: -2.5478 -1.1566 -0.9834  -0.11
H: -1.2975 -1.8888 -1.6604  0.11
H: -1.4490 1.8936 0.3024  0.25



Run B
2 unconnected molecules or ions with the total composition C2H2INO2. Source: the Open Molecules 2025 dataset; level of theory: ωB97M-V with the def2-TZVPD basis set.

Values from the calculation:
- E_LUMO (eV) = -0.4951
- structure (SMILES) = [O-][N+]#CI.C=O
- Kohn-Sham gap (eV) = 8.8240

Last column: natural (NBO) charge in e.
Cartesian coordinates (Å):
C: -1.2584 1.2124 -0.2199  0.28
C: 1.4163 -1.2518 0.6063  -0.11
N: 1.2611 -0.7003 -0.4403  0.19
O: -1.1841 0.0746 -0.4810  -0.50
O: 1.4363 -0.1177 -1.4557  -0.37
I: 0.8031 -2.5549 2.0576  0.30
H: -0.4107 1.5511 0.4476  0.10
H: -2.0635 1.7866 -0.5145  0.12



run B wins, 33.3 kcal/mol ahead of the next structure.